{"formula": "C19H18O13V2", "method": "ωB97M-V/def2-TZVPD", "elements": ["O", "V", "O", "O", "V", "O", "C", "O", "O", "O", "C", "C", "C", "C", "C", "C", "O", "O", "H", "H", "H", "H", "H", "H", "C", "C", "C", "C", "C", "C", "O", "O", "H", "H", "H", "H", "H", "H", "C", "C", "C", "C", "C", "C", "O", "O", "H", "H", "H", "H", "H", "H"], "positions_angstrom": [[-4.35, -3.74, 2.53], [-3.39, -3.56, 1.21], [-4.18, -4.02, -0.13], [1.69, -3.52, 3.53], [0.46, -4.27, 2.83], [-0.03, -5.40, 3.75], [-0.80, -2.83, 1.07], [0.36, -2.50, 1.08], [-1.32, -3.39, 2.07], [-1.52, -2.83, 0.11], [3.87, 0.48, 2.09], [4.03, 1.37, 3.16], [3.12, 1.29, 4.23], [2.10, 0.39, 4.27], [1.86, -0.38, 3.14], [2.82, -0.46, 2.11], [2.61, -1.29, 1.02], [3.34, 2.11, 5.26], [4.49, 0.59, 1.21], [4.88, 2.04, 3.15], [1.42, 0.43, 5.11], [0.97, -1.00, 3.14], [1.74, -1.68, 1.07], [4.11, 2.67, 5.09], [-3.53, 0.99, -3.03], [-2.87, -0.08, -2.44], [-2.56, -1.27, -3.08], [-2.85, -1.25, -4.40], [-3.47, -0.20, -5.04], [-3.92, 0.90, -4.37], [-4.57, 1.91, -5.01], [-1.89, -2.31, -2.46], [-3.75, 1.88, -2.45], [-2.50, 0.06, -1.44], [-2.44, -2.03, -5.03], [-3.64, -0.28, -6.11], [-4.57, 2.66, -4.40], [-1.98, -2.27, -1.50], [0.86, 1.63, -2.10], [1.37, 2.88, -1.98], [1.57, 3.49, -0.74], [1.43, 2.77, 0.42], [0.95, 1.45, 0.34], [0.65, 0.88, -0.90], [0.22, -0.40, -0.99], [1.97, 4.79, -0.53], [0.59, 1.18, -3.04], [1.50, 3.41, -2.91], [1.79, 3.28, 1.30], [0.89, 1.02, 1.33], [0.42, -0.87, -0.17], [2.02, 5.30, -1.34]], "mulliken_charge": [-0.843, 1.188, -0.800, -0.579, 1.402, -0.571, 1.659, -0.871, -0.983, -1.041, -0.519, -0.635, 0.958, -0.936, -0.059, 0.275, -0.671, -0.568, 0.439, 0.283, 0.407, 0.239, 0.607, 0.275, -0.718, -0.020, 0.050, -0.329, -0.550, 0.850, -0.577, -0.543, 0.268, 0.319, 0.347, 0.368, 0.277, 0.435, -0.732, -0.563, 0.800, -0.885, -0.033, 0.425, -0.237, -0.552, 0.489, 0.248, 0.415, 0.565, -0.058, 0.285], "energy_ev": -97989.196, "homo_ev": [-5.0, -5.6], "mol_weight_g_mol": 556.23, "charge": -1, "spin_multiplicity": 2, "lumo_ev": [-0.53, -0.53]}

---

{"formula": "C20H29BN5", "method": "ωB97M-V/def2-TZVPD", "elements": ["B", "H", "H", "H", "H", "N", "C", "C", "C", "C", "H", "H", "H", "H", "H", "N", "C", "C", "C", "C", "H", "H", "H", "H", "H", "N", "C", "C", "C", "C", "H", "H", "H", "H", "H", "N", "C", "C", "C", "C", "H", "H", "H", "H", "H", "N", "C", "C", "C", "C", "H", "H", "H", "H", "H"], "positions_angstrom": [[0.83, -0.59, 0.03], [1.67, 0.33, 0.20], [1.10, -1.14, -0.97], [0.75, -1.42, 1.05], [-0.06, 0.10, -0.10], [-0.13, -4.04, -0.02], [-0.38, -4.53, -1.34], [-1.19, -5.88, -1.27], [-1.42, -6.12, 0.28], [-0.83, -4.78, 0.96], [0.20, -3.19, 0.09], [-0.32, -3.98, -2.22], [-1.63, -6.42, -2.15], [-2.11, -6.82, 0.66], [-0.96, -4.34, 1.97], [0.61, 2.47, -1.77], [1.31, 3.26, -2.66], [0.36, 4.41, -3.08], [-0.91, 4.04, -2.34], [-0.75, 2.87, -1.48], [1.09, 1.68, -1.31], [2.33, 2.90, -2.93], [0.59, 5.20, -3.84], [-1.89, 4.76, -2.12], [-1.63, 2.38, -0.82], [0.14, 0.89, 3.08], [1.03, 1.96, 3.17], [0.87, 2.54, 4.61], [-0.16, 1.68, 5.30], [-0.55, 0.60, 4.28], [0.30, 0.28, 2.23], [1.81, 2.18, 2.29], [1.47, 3.17, 5.15], [-0.40, 1.40, 6.43], [-1.14, -0.21, 4.20], [4.62, 1.47, -3.71], [3.76, 0.65, -2.92], [4.44, 0.76, -1.57], [5.72, 1.61, -1.67], [5.70, 2.14, -3.17], [4.48, 1.52, -4.70], [2.95, -0.03, -3.27], [4.24, 0.46, -0.56], [6.33, 1.97, -0.94], [6.24, 2.66, -3.62], [-4.60, -1.49, 0.08], [-3.64, -0.87, 0.90], [-4.38, -0.16, 2.07], [-5.86, -0.50, 1.74], [-5.90, -1.30, 0.44], [-4.47, -2.07, -0.68], [-2.49, -0.93, 0.66], [-3.67, 0.31, 2.93], [-6.73, -0.05, 2.38], [-6.74, -1.77, 0.05]], "mulliken_charge": [1.103, -0.448, -0.345, -0.302, -0.504, -0.032, -0.497, -0.364, -0.643, -0.290, 0.290, 0.408, 0.329, 0.356, 0.362, 0.092, -0.093, -0.609, -0.427, -0.193, 0.129, 0.146, 0.327, 0.198, 0.252, 0.090, -0.215, -0.623, -0.562, -0.474, 0.117, 0.249, 0.402, 0.234, 0.616, -0.003, -0.868, -0.025, -0.749, -0.606, 0.193, 0.387, 0.459, 0.476, 0.685, 0.001, -0.305, -0.284, -0.458, -0.508, 0.172, 0.452, 0.231, 0.264, 0.408], "energy_ev": -29323.900, "homo_ev": -5.1, "relative_energy_ev": 4.1693, "mol_weight_g_mol": 350.30, "charge": -1, "spin_multiplicity": 1, "lumo_ev": 2.76}

---

{"formula": "C28H79N7O8", "method": "ωB97M-V/def2-TZVPD", "elements": ["C", "O", "C", "C", "C", "N", "H", "H", "H", "H", "H", "H", "H", "H", "H", "H", "H", "C", "O", "C", "C", "C", "N", "H", "H", "H", "H", "H", "H", "H", "H", "H", "H", "H", "C", "O", "C", "C", "C", "N", "H", "H", "H", "H", "H", "H", "H", "H", "H", "H", "H", "C", "O", "C", "C", "C", "N", "H", "H", "H", "H", "H", "H", "H", "H", "H", "H", "H", "C", "O", "C", "C", "C", "N", "H", "H", "H", "H", "H", "H", "H", "H", "H", "H", "H", "C", "O", "C", "C", "C", "N", "H", "H", "H", "H", "H", "H", "H", "H", "H", "H", "H", "C", "O", "C", "C", "C", "N", "H", "H", "H", "H", "H", "H", "H", "H", "H", "H", "H", "O", "H", "H"], "positions_angstrom": [[4.70, -4.14, -3.20], [3.98, -3.20, -2.36], [2.59, -3.55, -2.18], [1.94, -2.50, -1.20], [2.70, -2.44, 0.18], [0.55, -2.74, -0.89], [5.69, -3.78, -3.48], [4.12, -4.10, -4.12], [4.68, -5.16, -2.84], [2.12, -3.55, -3.16], [2.46, -4.55, -1.78], [1.98, -1.57, -1.76], [3.71, -2.08, -0.04], [2.72, -3.44, 0.61], [2.27, -1.79, 0.94], [0.03, -2.94, -1.73], [0.46, -3.58, -0.33], [-2.12, -5.06, -0.55], [-1.33, -4.83, 0.64], [-1.69, -3.82, 1.59], [-0.52, -3.54, 2.62], [-0.56, -4.57, 3.69], [-0.63, -2.20, 3.25], [-2.03, -4.25, -1.27], [-3.17, -5.03, -0.27], [-1.92, -6.04, -0.99], [-1.82, -2.88, 1.04], [-2.67, -4.07, 2.00], [0.39, -3.63, 2.02], [0.14, -4.35, 4.50], [-0.14, -5.54, 3.42], [-1.58, -4.74, 4.02], [-0.90, -1.57, 2.50], [0.29, -1.85, 3.48], [-5.46, -3.28, -1.19], [-4.92, -2.02, -1.33], [-5.25, -1.09, -0.31], [-4.04, -0.88, 0.70], [-4.34, 0.24, 1.73], [-2.87, -0.52, -0.04], [-5.45, -3.62, -0.15], [-4.90, -3.95, -1.83], [-6.52, -3.24, -1.46], [-5.64, -0.18, -0.77], [-6.02, -1.45, 0.38], [-3.75, -1.81, 1.19], [-5.35, 0.25, 2.12], [-4.17, 1.24, 1.32], [-3.66, 0.14, 2.58], [-3.08, 0.30, -0.59], [-2.90, -1.25, -0.75], [2.73, 1.01, 0.01], [3.61, 0.93, 1.15], [4.98, 0.84, 0.80], [5.87, 0.56, 1.97], [5.75, 1.65, 3.05], [7.18, 0.47, 1.43], [2.84, 0.14, -0.63], [2.87, 1.84, -0.68], [1.71, 1.14, 0.36], [5.19, 0.16, -0.03], [5.03, 1.86, 0.41], [5.67, -0.42, 2.41], [4.89, 1.56, 3.71], [5.66, 2.68, 2.71], [6.65, 1.69, 3.66], [7.32, 1.29, 0.86], [7.19, -0.18, 0.66], [-1.62, 7.59, -1.84], [-2.22, 6.32, -1.75], [-1.38, 5.37, -1.06], [-2.18, 4.05, -0.83], [-1.52, 3.13, 0.23], [-2.29, 3.32, -2.09], [-2.30, 8.33, -2.26], [-0.73, 7.45, -2.47], [-1.30, 7.89, -0.85], [-0.49, 5.15, -1.66], [-1.16, 5.90, -0.13], [-3.21, 4.28, -0.57], [-2.17, 2.27, 0.40], [-1.38, 3.68, 1.16], [-0.60, 2.64, -0.12], [-2.79, 2.45, -2.02], [-1.36, 3.03, -2.38], [-0.81, 3.49, 4.09], [0.04, 2.46, 4.64], [0.47, 1.56, 3.66], [1.18, 0.35, 4.32], [2.22, 0.81, 5.41], [1.81, -0.44, 3.31], [-1.76, 3.17, 3.65], [-0.29, 4.03, 3.30], [-1.05, 4.19, 4.89], [-0.35, 1.20, 3.05], [1.12, 1.97, 2.89], [0.54, -0.32, 4.90], [1.72, 1.03, 6.35], [2.77, 1.64, 4.98], [2.87, -0.04, 5.61], [1.33, -0.55, 2.43], [2.53, 0.22, 3.07], [-0.36, 0.56, -2.33], [-0.59, 1.42, -3.45], [-1.34, 0.79, -4.47], [-1.09, 1.43, -5.84], [-1.49, 2.96, -5.92], [-1.70, 0.64, -6.84], [-1.19, 0.14, -1.77], [0.19, 1.03, -1.52], [0.19, -0.32, -2.64], [-1.06, -0.27, -4.53], [-2.38, 0.88, -4.16], [0.00, 1.40, -5.94], [-2.56, 3.13, -5.80], [-1.02, 3.36, -6.82], [-1.01, 3.58, -5.16], [-1.62, 1.19, -7.68], [-1.15, -0.20, -6.99], [0.00, -0.61, 0.83], [0.21, -1.30, 0.21], [-0.93, -0.42, 0.67]], "mulliken_charge": [-0.822, -0.311, -1.185, 0.590, -2.022, -0.615, 0.254, 0.344, 0.305, 0.564, 0.437, 0.240, 0.573, 0.522, 0.453, 0.288, 0.199, -0.678, -0.465, 0.132, 1.331, -1.553, -0.640, 0.191, 0.244, 0.321, -0.639, 0.732, -0.487, 0.415, 0.361, 0.296, -0.105, 0.404, -0.784, -0.321, -1.064, 0.732, -1.551, -0.106, 0.331, 0.231, 0.336, 0.303, 0.521, 0.001, 0.453, 0.271, 0.348, -0.034, 0.130, -0.766, -0.068, -0.977, 0.876, -1.301, -0.860, 0.329, 0.636, -0.279, 0.355, 0.315, 0.268, 0.125, 0.284, 0.444, 0.291, 0.276, -0.704, -0.339, -0.877, 0.130, -0.234, -0.564, 0.242, 0.287, 0.294, 0.389, 0.464, 0.457, -0.049, 0.277, -0.218, 0.223, 0.180, -0.744, -0.433, 0.228, 0.361, -1.715, -0.383, 0.238, 0.305, 0.349, -0.039, 0.210, 0.471, 0.399, 0.239, 0.468, -0.276, -0.017, -1.042, -0.359, -0.788, 0.535, -1.384, -0.690, 0.753, -0.100, 0.491, 0.371, 0.196, 0.198, 0.336, 0.452, 0.294, 0.269, 0.259, 2.519, -0.473, -0.869], "energy_ev": -57122.372, "homo_ev": -8.8, "relative_energy_ev": 2.0717, "mol_weight_g_mol": 641.98, "smiles": "COC[C@H](C)N.COC[C@H](C)N.COC[C@H](C)N.COC[C@H](C)N.COC[C@H](C)N.COC[C@H](C)N.COC[C@H](C)N.O", "spin_multiplicity": 1, "lumo_ev": 0.33}

---

{"formula": "C20H44N4P", "method": "ωB97M-V/def2-TZVPD", "elements": ["C", "C", "P", "C", "C", "C", "C", "C", "N", "N", "C", "H", "H", "H", "H", "H", "H", "H", "H", "H", "H", "H", "H", "H", "H", "C", "C", "N", "C", "C", "C", "C", "H", "H", "H", "H", "H", "H", "H", "H", "H", "H", "H", "H", "H", "H", "H", "C", "C", "N", "C", "C", "C", "C", "H", "H", "H", "H", "H", "H", "H", "H", "H", "H", "H", "H", "H", "H", "H"], "positions_angstrom": [[2.50, 2.35, -1.30], [2.02, 1.82, -2.71], [1.05, 3.07, -3.71], [2.07, 4.50, -4.31], [1.76, 5.90, -3.62], [-0.53, 3.58, -2.87], [-0.64, 4.57, -1.77], [-2.00, 4.87, -1.27], [-3.03, 4.22, -1.87], [-3.03, 3.32, -2.82], [-1.84, 3.00, -3.32], [1.73, 2.08, -0.54], [3.49, 1.91, -1.02], [2.62, 3.46, -1.30], [1.40, 0.89, -2.65], [2.91, 1.53, -3.34], [1.94, 4.61, -5.42], [3.17, 4.31, -4.16], [0.66, 6.12, -3.63], [2.27, 6.74, -4.16], [2.10, 5.89, -2.54], [0.27, 5.07, -1.36], [-2.15, 5.62, -0.47], [-3.96, 4.48, -1.51], [-1.75, 2.26, -4.15], [-4.46, -1.55, -2.68], [-3.77, -2.18, -1.48], [-2.31, -2.18, -1.57], [-1.67, -3.03, -0.58], [-1.82, -2.65, 0.89], [-1.69, -0.89, -1.79], [-1.96, 0.22, -0.76], [-4.13, -2.02, -3.61], [-5.54, -1.69, -2.60], [-4.26, -0.48, -2.75], [-4.11, -3.22, -1.42], [-4.12, -1.69, -0.57], [-0.60, -3.10, -0.81], [-2.05, -4.05, -0.71], [-1.21, -1.79, 1.15], [-1.48, -3.48, 1.52], [-2.86, -2.44, 1.16], [-2.00, -0.52, -2.77], [-0.61, -1.02, -1.88], [-3.02, 0.29, -0.49], [-1.67, 1.19, -1.18], [-1.38, 0.07, 0.15], [2.75, -1.79, 1.84], [1.93, -2.77, 2.65], [2.59, -3.23, 3.86], [1.93, -4.38, 4.48], [0.52, -4.19, 5.02], [3.03, -2.19, 4.79], [1.97, -1.23, 5.33], [3.74, -2.19, 1.61], [2.25, -1.57, 0.90], [2.88, -0.84, 2.37], [1.74, -3.64, 2.01], [0.94, -2.33, 2.87], [2.57, -4.77, 5.28], [1.91, -5.19, 3.73], [0.52, -3.63, 5.95], [0.08, -5.17, 5.25], [-0.14, -3.69, 4.31], [3.80, -1.60, 4.29], [3.54, -2.66, 5.63], [1.30, -0.85, 4.55], [2.46, -0.36, 5.77], [1.37, -1.68, 6.11]], "mulliken_charge": [-0.816, -0.357, -0.143, -0.441, -1.039, 0.330, -0.099, -0.295, 0.337, -0.718, -0.323, 0.223, 0.339, 0.211, 0.146, 0.398, 0.407, 0.374, 0.306, 0.360, 0.203, 0.359, 0.430, 0.291, 0.499, -1.352, -0.313, 0.191, -0.871, -0.632, -0.861, -0.417, 0.328, 0.440, 0.207, 0.473, 0.263, 0.346, 0.417, 0.035, 0.316, 0.330, 0.286, 0.350, 0.246, -0.072, 0.315, -1.512, -0.239, 0.108, -0.649, -0.902, -0.688, -0.915, 0.334, 0.428, 0.300, 0.416, 0.191, 0.356, 0.375, 0.241, 0.398, 0.184, 0.356, 0.369, 0.199, 0.374, 0.271], "energy_ev": -36693.123, "homo_ev": -9.6, "mol_weight_g_mol": 371.57, "charge": 1, "spin_multiplicity": 1, "lumo_ev": -5.22}

---

{"formula": "C3H10N3O", "method": "ωB97M-V/def2-TZVPD", "elements": ["N", "C", "N", "N", "H", "H", "H", "H", "H", "H", "C", "C", "O", "H", "H", "H", "H"], "positions_angstrom": [[-0.35, 0.18, 1.95], [0.20, 1.02, 0.99], [1.68, 0.69, 0.96], [-0.95, 2.46, 0.79], [-0.14, 0.55, 2.88], [-1.37, 0.34, 1.87], [2.12, 1.26, 1.74], [1.68, -0.27, 1.32], [-0.44, 3.03, 1.45], [-0.58, 2.60, -0.20], [-0.11, -0.69, -1.63], [-0.49, -1.84, -2.24], [0.18, -3.04, -1.98], [-0.60, 0.28, -1.68], [0.58, -0.83, -0.76], [-1.21, -1.90, -3.01], [-0.18, -3.82, -2.46]], "mulliken_charge": [-0.439, 0.157, -0.439, -0.433, 0.310, 0.335, 0.342, 0.394, 0.306, 0.344, -0.540, 0.097, -0.492, 0.183, 0.165, 0.350, 0.360], "energy_ev": -9778.489, "homo_ev": -12.4, "relative_energy_ev": 7.8111, "mol_weight_g_mol": 104.13, "charge": 1, "spin_multiplicity": 1, "lumo_ev": -6.89}

---

{"formula": "C3H3NO", "method": "ωB97M-V/def2-TZVPD", "elements": ["N", "C", "C", "C", "O", "H", "H", "H"], "positions_angstrom": [[1.42, 0.18, 0.33], [2.47, 0.17, 0.85], [0.19, 0.36, -0.33], [-0.96, -0.48, 0.00], [-0.85, 0.87, 0.44], [0.31, 0.78, -1.33], [-1.72, -0.66, -0.75], [-0.85, -1.23, 0.78]], "mulliken_charge": [-0.025, -0.118, 0.117, -0.421, -0.369, 0.338, 0.231, 0.246], "energy_ev": -6694.461, "homo_ev": -11.3, "relative_energy_ev": 2.0309, "mol_weight_g_mol": 69.06, "spin_multiplicity": 1, "lumo_ev": 0.89}